[1]
# C20H27MoN2O2PS2

A structure of composition C20H27MoN2O2PS2 in a non-equilibrium geometry (the ωB97M-V functional and the def2-TZVPD basis, OMol25).

The geometry in ORCA input format:
```
! wB97M-V def2-TZVPD RIJCOSX def2/J DEFGRID3
* xyz 2 3
C 0.521 3.232 -3.649
C -0.776 2.919 -3.249
C -1.006 1.839 -2.378
C 0.063 1.092 -1.835
C 1.375 1.492 -2.179
C 1.587 2.538 -3.087
C -2.447 1.508 -2.091
C -2.733 0.078 -1.612
N -1.827 -1.014 -2.077
Mo -0.501 -0.571 -0.494
C 2.621 0.834 -1.639
P 2.339 -0.834 -0.982
H -1.624 3.485 -3.643
H 2.617 2.784 -3.361
H 0.707 3.998 -4.405
H 3.046 1.409 -0.799
H 3.399 0.731 -2.413
H -2.830 2.153 -1.275
H -3.098 1.718 -2.960
H -2.689 0.089 -0.502
C 3.776 -1.360 -0.043
C 2.103 -1.952 -2.367
H -3.758 -0.219 -1.887
C -1.401 -0.974 -3.503
C -2.444 -2.347 -1.834
H 1.502 -0.484 0.146
H -2.107 -1.560 -4.118
H -1.378 0.038 -3.899
H -0.398 -1.405 -3.602
H -2.801 -2.740 -2.795
H -1.702 -3.010 -1.385
H -3.307 -2.262 -1.167
H 3.088 -2.336 -2.678
H 1.473 -2.798 -2.063
H 1.645 -1.448 -3.229
H 4.681 -1.284 -0.658
H 3.888 -0.741 0.853
H 3.628 -2.404 0.252
H -2.089 -1.379 -0.042
O -3.220 1.071 5.264
S -1.919 1.604 4.950
O -1.519 2.852 5.555
N -1.619 1.577 3.328
C -0.646 0.777 2.937
S -0.345 0.892 1.247
C 0.008 0.059 4.050
C 1.113 -0.805 4.147
C 1.431 -1.390 5.384
C 0.681 -1.102 6.536
C -0.371 -0.177 6.472
C -0.662 0.378 5.232
H 1.709 -1.005 3.261
H 2.271 -2.081 5.464
H 0.911 -1.579 7.487
H -0.965 0.112 7.335
*
```

Calculated values
⟨S²⟩ ... 2.063
Maximum force ... 0.08392 hartree/bohr
Kohn-Sham gap (spin up / spin down) ... 5.3 / 5.9 eV
HOMO energy (spin up / spin down) ... -14.42 / -14.44 eV

[2]
# C20H27N2

A cluster of 2 separate species, C20H27N2 in total in a non-equilibrium geometry (the ωB97M-V functional and the def2-TZVPD basis, OMol25).

The geometry in ORCA input format:
```
! wB97M-V def2-TZVPD RIJCOSX def2/J DEFGRID3
* xyz 1 1
C -3.190 -2.243 0.487
C -2.415 -0.966 0.848
C -1.418 -0.582 -0.249
C -0.062 -1.252 -0.016
N 0.994 -0.550 0.239
C 2.279 -1.268 0.308
C 2.134 -2.632 0.915
C 1.125 -3.391 0.092
N -0.066 -2.610 -0.101
C -1.186 -3.386 -0.590
C -2.324 -3.486 0.417
H -3.972 -2.395 1.236
H -3.677 -2.089 -0.484
H -3.123 -0.139 1.021
H -1.884 -1.096 1.804
H -1.813 -0.847 -1.245
H -1.255 0.504 -0.258
H 2.771 -1.353 -0.677
H 2.945 -0.709 0.971
H 3.095 -3.164 0.953
H 1.790 -2.536 1.955
H 1.577 -3.602 -0.890
H 0.863 -4.346 0.565
H -1.558 -2.977 -1.532
H -0.820 -4.392 -0.818
H -1.895 -3.696 1.406
H -2.937 -4.353 0.141
C 2.158 1.934 0.723
C 2.379 2.305 2.214
C 1.030 2.885 2.632
C 0.064 2.655 1.661
C 0.680 2.141 0.474
C 0.161 2.431 -0.832
C -1.045 3.174 -0.977
C -1.434 3.686 -2.211
C -0.639 3.454 -3.345
C 0.552 2.724 -3.227
C 0.960 2.216 -1.991
H 2.817 2.491 0.016
H 2.420 0.884 0.605
H 2.668 1.414 2.815
H 3.208 3.024 2.247
H 0.849 3.330 3.606
H -1.003 2.917 1.714
H -1.655 3.395 -0.097
H -2.325 4.305 -2.255
H -0.917 3.924 -4.290
H 1.202 2.599 -4.088
H 1.891 1.666 -1.891
*
```

Calculated values
ΔE to the lowest compared entry with this formula, charge and spin ... 172.4 kJ/mol
Maximum force ... 0.03908 hartree/bohr
Kohn-Sham gap ... 6.1 eV
HOMO energy ... -11.11 eV

[3]
# C20H27N2O3PRuS

A structure of composition C20H27N2O3PRuS in a non-equilibrium geometry (the ωB97M-V functional and the def2-TZVPD basis, OMol25).

The geometry in ORCA input format:
```
! wB97M-V def2-TZVPD RIJCOSX def2/J DEFGRID3
* xyz 2 5
C -1.413 -4.475 -0.319
C -0.653 -3.723 -1.208
C -0.380 -2.352 -1.013
C -0.921 -1.721 0.145
C -1.812 -2.463 0.943
C -1.979 -3.843 0.781
C 0.573 -1.726 -2.000
C 0.125 -0.629 -3.021
N -1.042 0.167 -2.813
Ru -0.359 0.086 1.228
C -2.553 -1.695 1.996
P -2.607 0.042 1.369
H -0.209 -4.225 -2.077
H -2.560 -4.395 1.523
H -1.563 -5.545 -0.480
H -2.029 -1.666 2.954
H -3.579 -2.035 2.149
H 1.413 -1.302 -1.431
H 0.982 -2.542 -2.622
H 0.974 0.068 -3.104
C -2.834 1.048 2.806
C -4.191 -0.023 0.451
H -0.012 -1.118 -4.014
C -2.345 -0.416 -2.751
C -0.925 1.593 -2.659
H -0.277 0.291 2.924
H -2.743 -0.442 -3.784
H -2.332 -1.446 -2.352
H -3.030 0.190 -2.137
H -1.246 2.061 -3.606
H -1.562 1.997 -1.854
H 0.114 1.888 -2.456
H -5.000 -0.275 1.147
H -4.434 0.941 -0.006
H -4.202 -0.785 -0.336
H -3.491 0.562 3.515
H -1.873 1.190 3.281
H -3.205 2.020 2.494
H -0.309 1.056 2.618
O 2.536 2.234 3.675
S 2.434 2.913 2.404
O 2.197 4.334 2.376
N 1.345 2.041 1.394
C 1.979 1.383 0.438
O 1.343 0.484 -0.232
C 3.422 1.674 0.308
C 4.402 1.183 -0.580
C 5.733 1.584 -0.396
C 6.088 2.428 0.668
C 5.113 2.876 1.564
C 3.793 2.488 1.361
H 4.115 0.516 -1.399
H 6.519 1.248 -1.074
H 7.123 2.738 0.805
H 5.345 3.519 2.406
*
```

Calculated values
⟨S²⟩ ... 6.035
Maximum force ... 0.11166 hartree/bohr
Kohn-Sham gap (spin up / spin down) ... 6.6 / 5.5 eV
HOMO energy (spin up / spin down) ... -14.55 / -14.55 eV

[4]
# C20H27N3O2

An isolated molecule of C20H27N3O2 (the ωB97M-V functional and the def2-TZVPD basis, OMol25).

The geometry in ORCA input format:
```
! wB97M-V def2-TZVPD RIJCOSX def2/J DEFGRID3
* xyz 0 1
O 1.169 1.886 1.479
C 0.288 2.022 0.652
C -0.887 1.058 0.583
C -2.051 1.434 1.504
C -2.636 0.083 1.914
O -3.733 -0.109 2.392
N -1.709 -0.858 1.651
C -1.899 -2.258 1.949
C -1.855 -3.133 0.676
C -0.796 -4.209 0.934
C 0.148 -3.575 1.952
C -0.804 -2.818 2.875
C -0.480 -0.322 1.115
N 0.309 3.051 -0.234
C -0.642 3.288 -1.293
C -0.156 2.578 -2.590
N 1.219 2.154 -2.430
C 1.486 0.850 -2.011
C 0.764 -0.217 -2.558
C 1.021 -1.521 -2.185
C 2.018 -1.810 -1.268
C 2.764 -0.768 -0.746
C 2.507 0.541 -1.109
C 2.022 3.255 -1.941
C 1.583 3.685 -0.514
H -1.239 0.948 -0.444
H -2.807 2.065 1.040
H -1.689 1.933 2.406
H -2.881 -2.305 2.429
H -1.573 -2.519 -0.180
H -2.829 -3.569 0.461
H -1.262 -5.093 1.371
H -0.284 -4.509 0.020
H 0.829 -2.882 1.457
H 0.741 -4.315 2.487
H -1.255 -3.512 3.585
H -0.312 -2.028 3.440
H -0.074 -0.958 0.327
H 0.280 -0.203 1.897
H -0.684 4.371 -1.447
H -1.637 2.958 -1.001
H -0.788 1.719 -2.806
H -0.216 3.266 -3.440
H 0.005 -0.035 -3.304
H 0.439 -2.320 -2.623
H 2.215 -2.830 -0.975
H 3.551 -0.970 -0.036
H 3.103 1.317 -0.659
H 3.075 2.980 -1.967
H 1.876 4.083 -2.642
H 1.478 4.772 -0.447
H 2.285 3.351 0.250
*
```

Calculated values
SMILES string ... O=C([C@@H]1CC(=O)N(C2CCCC2)C1)N1CCN(c2ccccc2)CC1
ΔE to the lowest compared entry with this formula, charge and spin ... 58.9 kJ/mol
Maximum force ... 0.00886 hartree/bohr
Kohn-Sham gap ... 8.7 eV
HOMO energy ... -8.07 eV

[5]
# C20H27N3O3S2

An isolated molecule of C20H27N3O3S2 in a non-equilibrium geometry (the ωB97M-V functional and the def2-TZVPD basis, OMol25).

The geometry in ORCA input format:
```
! wB97M-V def2-TZVPD RIJCOSX def2/J DEFGRID3
* xyz 0 1
C 3.556 1.726 1.164
C 2.293 0.992 0.724
N 2.177 0.957 -0.716
C 2.272 -0.297 -1.420
C 3.709 -0.809 -1.473
S 1.354 2.219 -1.390
O 1.968 3.440 -0.958
O 1.242 1.968 -2.797
C -0.294 2.176 -0.673
C -0.713 3.245 0.087
C -2.013 3.284 0.569
C -2.884 2.245 0.289
O -4.185 2.182 0.688
C -4.735 3.284 1.375
C -2.440 1.137 -0.473
N -3.390 0.157 -0.738
C -3.271 -1.120 -1.186
S -4.545 -1.803 -1.992
N -2.146 -1.858 -0.999
C -1.206 -1.854 0.038
C -1.408 -1.140 1.215
C -0.468 -1.204 2.224
C 0.650 -2.003 2.083
C 0.852 -2.751 0.929
C 2.059 -3.637 0.834
C -0.069 -2.663 -0.117
C 0.117 -3.429 -1.397
C -1.140 1.118 -0.956
H 4.441 1.211 0.802
H 3.543 2.729 0.747
H 3.597 1.785 2.248
H 1.413 1.506 1.130
H 2.284 -0.034 1.104
H 1.919 -0.093 -2.431
H 1.620 -1.045 -0.952
H 4.352 -0.052 -1.912
H 4.073 -1.041 -0.475
H 3.758 -1.707 -2.083
H -0.020 4.049 0.277
H -2.335 4.130 1.154
H -5.779 3.029 1.545
H -4.675 4.197 0.777
H -4.239 3.441 2.338
H -4.344 0.499 -0.738
H -2.186 -2.725 -1.522
H -2.309 -0.568 1.359
H -0.623 -0.645 3.134
H 1.369 -2.063 2.886
H 2.618 -3.611 1.766
H 1.766 -4.668 0.641
H 2.722 -3.315 0.032
H 1.132 -3.800 -1.491
H -0.090 -2.797 -2.259
H -0.555 -4.289 -1.430
H -0.791 0.315 -1.583
*
```

Calculated values
SMILES string ... CCN(CC)S(=O)(=O)c1ccc(OC)c(NC(=S)Nc2cccc(C)c2C)c1
ΔE to the lowest compared entry with this formula, charge and spin ... 63.1 kJ/mol
Maximum force ... 0.02299 hartree/bohr
Kohn-Sham gap ... 8.3 eV
HOMO energy ... -8.08 eV

[6]
# C20H27N5

An isolated molecule of C20H27N5 in a non-equilibrium geometry (the ωB97M-V functional and the def2-TZVPD basis, OMol25).

The geometry in ORCA input format:
```
! wB97M-V def2-TZVPD RIJCOSX def2/J DEFGRID3
* xyz 0 1
C -0.726 -2.909 -0.865
C 0.112 -1.809 -0.301
C 1.341 -1.914 0.299
C 2.170 -3.120 0.570
N 1.776 -0.664 0.697
C 3.036 -0.319 1.299
C 4.087 0.023 0.241
C 5.426 0.392 0.901
N 6.500 0.783 0.013
C 6.254 2.016 -0.702
C 6.951 -0.269 -0.871
C 0.843 0.250 0.338
N 0.911 1.568 0.549
C -0.145 2.216 0.109
N -1.218 1.721 -0.489
C -1.291 0.405 -0.704
N -2.371 -0.076 -1.364
C -3.545 0.731 -1.622
C -4.607 0.503 -0.577
C -4.397 0.951 0.723
C -5.339 0.715 1.706
C -6.504 0.029 1.401
C -6.721 -0.420 0.111
C -5.774 -0.188 -0.873
C -0.229 -0.423 -0.288
H -0.211 -3.864 -0.794
H -0.948 -2.723 -1.916
H -1.668 -2.996 -0.320
H 3.167 -3.012 0.143
H 2.276 -3.284 1.643
H 1.707 -4.001 0.137
H 3.378 -1.146 1.925
H 2.861 0.558 1.927
H 3.718 0.863 -0.347
H 4.224 -0.830 -0.427
H 5.784 -0.463 1.484
H 5.259 1.222 1.593
H 7.190 2.350 -1.150
H 5.914 2.776 -0.001
H 5.507 1.916 -1.504
H 7.892 0.039 -1.326
H 7.127 -1.174 -0.291
H 6.240 -0.497 -1.680
H -0.145 3.289 0.254
H -2.498 -1.075 -1.360
H -3.210 1.770 -1.604
H -3.928 0.483 -2.617
H -3.488 1.488 0.951
H -5.168 1.068 2.712
H -7.242 -0.153 2.169
H -7.628 -0.955 -0.132
H -5.947 -0.541 -1.880
*
```

Calculated values
SMILES string ... Cc1c(C)n(CCCN(C)C)c2ncnc(NCc3ccccc3)c12
ΔE to the lowest compared entry with this formula, charge and spin ... 0.0 kJ/mol
Maximum force ... 0.01949 hartree/bohr
Kohn-Sham gap ... 8.2 eV
HOMO energy ... -7.49 eV

[7]
# C20H27N5O2S

An isolated molecule of C20H27N5O2S in a non-equilibrium geometry (the ωB97M-V functional and the def2-TZVPD basis, OMol25).

The geometry in ORCA input format:
```
! wB97M-V def2-TZVPD RIJCOSX def2/J DEFGRID3
* xyz 0 1
C 2.808 2.347 1.303
C 1.367 2.768 1.565
C 0.731 3.494 0.376
O -0.554 4.003 0.708
C 0.522 2.584 -0.844
N -0.450 1.554 -0.577
C -0.095 0.295 -0.262
N 1.189 -0.024 -0.374
C 1.581 -1.255 -0.085
N 2.938 -1.483 -0.193
N 3.763 -0.454 -0.463
C 4.979 -0.947 -0.492
C 6.166 -0.094 -0.758
C 4.952 -2.338 -0.238
C 3.632 -2.657 -0.048
C 3.003 -3.964 0.248
N 0.810 -2.253 0.314
C -0.477 -1.951 0.408
S -1.665 -3.117 0.917
C -2.905 -1.910 0.756
C -2.450 -0.700 0.337
C -1.040 -0.692 0.132
C -3.501 0.342 0.127
C -4.702 -0.297 -0.610
C -5.892 0.668 -0.590
C -4.296 -0.603 -2.058
O -5.148 -1.516 -0.012
C -4.358 -2.109 0.998
H 3.255 1.978 2.223
H 2.860 1.554 0.561
H 3.394 3.196 0.956
H 0.766 1.891 1.813
H 1.337 3.442 2.427
H 1.388 4.324 0.071
H -0.474 4.559 1.490
H 1.457 2.102 -1.122
H 0.150 3.196 -1.671
H -1.344 1.893 -0.260
H 6.658 -0.408 -1.678
H 5.854 0.942 -0.855
H 6.884 -0.181 0.057
H 5.790 -3.004 -0.201
H 2.257 -4.209 -0.505
H 3.768 -4.737 0.266
H 2.493 -3.935 1.208
H -3.149 1.181 -0.470
H -3.840 0.721 1.097
H -6.199 0.862 0.435
H -5.629 1.608 -1.067
H -6.728 0.220 -1.118
H -5.110 -1.122 -2.557
H -3.417 -1.243 -2.077
H -4.076 0.315 -2.597
H -4.626 -1.673 1.978
H -4.628 -3.167 1.009
*
```

Calculated values
SMILES string ... CC[C@H](O)CNc1nc(-n2nc(C)cc2C)nc2sc3c(c12)CC(C)(C)OC3
ΔE to the lowest compared entry with this formula, charge and spin ... 144.2 kJ/mol
Maximum force ... 0.02851 hartree/bohr
Kohn-Sham gap ... 8.4 eV
HOMO energy ... -7.78 eV

[8]
# C20H27N5PdS2

A structure of composition C20H27N5PdS2 in a non-equilibrium geometry (the ωB97M-V functional and the def2-TZVPD basis, OMol25).

The geometry in ORCA input format:
```
! wB97M-V def2-TZVPD RIJCOSX def2/J DEFGRID3
* xyz -2 1
Pd -1.882 0.101 -0.815
S 2.935 -0.711 -1.651
C 1.918 0.477 -2.449
C 2.695 1.686 -2.933
C 2.140 2.861 -3.350
C 0.749 2.939 -3.348
C 0.027 1.768 -3.085
C 0.536 0.523 -2.658
S -0.622 -0.853 -2.588
H 3.735 1.601 -2.824
H 2.771 3.723 -3.647
H 0.198 3.840 -3.656
H -1.008 1.865 -3.213
C 2.343 -4.512 1.525
C 1.943 -3.295 0.697
C 1.038 -2.354 1.547
C 1.273 -3.582 -0.656
N 0.014 -4.330 -0.484
C -1.225 -3.841 -0.452
N -2.020 -4.884 -0.195
N -1.268 -5.928 0.035
N -0.015 -5.618 -0.177
H 3.110 -4.203 2.234
H 2.824 -5.292 1.020
H 1.509 -5.004 2.112
H 2.806 -2.686 0.513
H 0.266 -2.949 2.094
H 0.539 -1.595 0.997
H 1.550 -1.856 2.333
H 1.873 -4.282 -1.234
H 1.076 -2.729 -1.303
H -1.492 -2.769 -0.478
C 1.569 2.560 0.309
N 0.229 2.362 0.998
C 0.256 0.913 1.421
C -0.891 2.882 0.157
C -2.217 2.678 0.746
C -2.812 3.597 1.599
C -3.960 3.235 2.305
C -4.477 1.951 2.051
C -3.917 1.107 1.179
C -2.753 1.401 0.475
H 2.325 2.425 1.109
H 1.533 3.522 -0.168
H 1.701 1.724 -0.365
H 0.177 2.939 1.842
H 1.059 0.886 2.201
H 0.452 0.262 0.573
H -0.716 0.650 1.777
H -0.836 2.559 -0.867
H -0.584 3.965 0.172
H -2.288 4.652 1.876
H -4.436 3.864 2.970
H -5.346 1.648 2.605
H -4.404 0.108 1.124
*
```

Calculated values
ΔE to the lowest compared entry with this formula, charge and spin ... 76.3 kJ/mol
Maximum force ... 0.06398 hartree/bohr
Kohn-Sham gap ... 4.3 eV
HOMO energy ... 0.13 eV

[9]
# C20H28AsAuBF4N2O

A structure of composition C20H28AsAuBF4N2O (the ωB97M-V functional and the def2-TZVPD basis, OMol25).

The geometry in ORCA input format:
```
! wB97M-V def2-TZVPD RIJCOSX def2/J DEFGRID3
* xyz 1 1
Au 0.029 0.520 -0.514
O 0.102 0.345 1.678
C 1.326 -0.015 2.298
C 2.404 -0.293 1.293
C 3.633 -0.792 1.703
C 4.632 -0.975 0.773
C 4.384 -0.639 -0.555
C 3.143 -0.152 -0.881
N 2.160 0.019 0.023
H -0.517 -0.398 1.878
H 1.174 -0.885 2.938
H 1.656 0.814 2.933
H 3.789 -1.034 2.745
H 5.593 -1.369 1.072
H 5.137 -0.760 -1.319
H 2.912 0.123 -1.901
F -2.268 -1.102 0.361
B -1.442 -2.138 0.788
F -1.180 -1.921 2.183
F -1.942 -3.373 0.527
F -0.170 -1.952 0.139
C -2.924 2.957 -2.663
C -2.052 3.518 -1.542
As -1.636 2.248 -0.146
C -3.326 1.587 0.496
C -4.318 2.709 0.774
C -0.820 3.298 1.279
C -1.114 4.791 1.211
H -3.266 3.765 -3.309
H -3.815 2.458 -2.280
H -2.402 2.248 -3.301
H -2.560 4.352 -1.058
H -1.096 3.899 -1.907
H -3.093 1.007 1.389
H -3.684 0.866 -0.241
H -3.950 3.410 1.524
H -5.241 2.279 1.164
H -4.578 3.275 -0.120
H 0.250 3.100 1.226
H -1.174 2.848 2.207
H -0.701 5.255 0.316
H -0.659 5.284 2.070
H -2.181 5.012 1.239
C -0.213 0.412 -2.548
C -1.042 -0.785 -2.694
C -0.399 -2.022 -2.802
C -1.137 -3.183 -2.944
C -2.520 -3.094 -2.969
C -3.181 -1.871 -2.862
C -2.439 -0.719 -2.722
C -3.304 -4.305 -3.112
N -3.927 -5.260 -3.236
H -0.594 1.362 -2.890
H 0.842 0.265 -2.778
H 0.681 -2.071 -2.765
H -0.655 -4.147 -3.017
H -4.261 -1.841 -2.871
H -2.936 0.235 -2.615
*
```

Calculated values
ΔE to the lowest compared entry with this formula, charge and spin ... 2.5 kJ/mol
Maximum force ... 0.01894 hartree/bohr
Kohn-Sham gap ... 7.1 eV
HOMO energy ... -11.81 eV